The molecule C5H4BrF in a non-equilibrium geometry, computed with wB97M-V/def2-TZVPD.

As for the total energy: -2866.73493 Eh. Its net charge is 0. The LUMO energy is 0.227 eV. Its SMILES is F[C@H]1C=CC=C1Br. For the relative energy (zero: lowest compared OMol25 entry of this formula, charge and spin), the calculation gives 0.000 eV.

Each line ends with the Löwdin charge.
Cartesian coordinates (Å):
H: -2.08702 1.36514 0.12938  0.14
C: -1.09674 0.76199 -0.01339  -0.12
H: 0.52534 2.31167 0.22797  0.11
C: -1.11489 -0.55742 -0.05726  -0.06
H: 0.37316 -1.60053 -1.06628  0.15
C: 1.18366 0.22716 0.01111  -0.69
C: 0.34348 -1.10070 -0.08383  -0.30
Br: 2.97915 0.59027 -0.02700  0.78
H: -2.05495 -1.21499 -0.14984  0.14
F: 0.66942 -2.01533 0.89680  -0.01
C: 0.27939 1.23275 0.13235  -0.15

Force components x, y, z for each atom (eV/Å):
2.27 -0.86 -0.64
-2.32 0.98 1.24
-0.04 -0.98 -0.10
-0.71 -2.04 0.17
0.75 0.09 0.20
-3.08 0.34 0.32
-0.36 0.83 -0.72
0.83 -0.50 0.03
1.85 1.01 0.25
-0.20 0.25 -0.23
1.01 0.86 -0.52